[1]
C5H4OS | ωB97M-V/def2-TZVPD

Positions of all 11 atoms, in Å:
C: 0.4359 -0.3399 0.9741
C: -0.3112 1.0046 1.5245
C: 0.5156 0.1104 -0.6020
C: -0.0941 -0.9311 -1.4684
C: -0.2608 -2.1218 -2.0183
H: 0.4287 1.5705 1.9393
H: -1.2569 0.6836 2.1268
H: 1.5545 0.5442 -0.8955
H: -0.3811 -3.3874 -2.3251
O: 0.6317 -1.3260 1.5713
S: -0.4444 1.5540 -0.2423

Forces on atoms 1 to 2 (eV/Å):
-1.417 2.717 -0.418
-1.751 -3.884 -2.073

Results
- E_tot (eV) = -18127.3784
- HOMO (Ha) = -0.3397
- multiplicity = 1

=====

[2]
C5H4OS2 | ωB97M-V/def2-TZVPD

Positions of all 12 atoms, in Å:
O: 2.1542 -0.4185 -0.5744
C: 1.0690 -0.2823 -0.1636
C: -0.3902 -1.0679 -0.2507
S: -0.6793 -2.2192 -1.3112
C: -1.5395 -0.2081 0.3289
C: -0.7316 0.9942 0.2750
S: 0.2440 2.3896 1.0626
C: 0.5832 0.6232 0.8990
H: -1.7244 -0.6013 1.3285
H: -2.3056 -0.3232 -0.3411
H: -0.6226 1.2228 -0.6645
H: 0.4375 -0.0307 1.7181

Forces on atoms 1 to 2 (eV/Å):
0.926 -1.064 -1.815
-1.460 0.116 2.627

Results
- E_tot (eV) = -28962.9194
- HOMO (Ha) = -0.3263
- multiplicity = 1
- structure (SMILES) = O=C1C(=S)C[C@H]2S[C@H]12

=====

[3]
C5H4S2 | ωB97M-V/def2-TZVPD

Positions of all 11 atoms, in Å:
C: 0.4461 1.9506 -0.1301
C: 0.0519 0.6991 -0.2545
C: -1.3428 -0.5685 -0.1595
S: -2.7769 -0.2547 -0.6324
C: -0.2960 -1.4461 0.3405
C: 0.8637 -0.5150 -0.2008
S: 2.3292 -1.0025 -0.6366
H: 1.4731 2.1540 0.2495
H: -0.2985 2.7059 -0.1015
H: -0.2053 -1.2403 1.4450
H: -0.2445 -2.4825 0.0804

Forces on atoms 1 to 2 (eV/Å):
0.277 -0.344 1.157
-0.600 -2.618 -0.111

Results
- E_tot (eV) = -26916.1685
- HOMO (Ha) = -0.3108
- multiplicity = 1
- structure (SMILES) = C=C1C(=S)CC1=S

=====

[4]
C5H5BeFO4 | ωB97M-V/def2-TZVPD

Positions of all 16 atoms, in Å:
C: -0.2556 0.9912 -2.9541
H: 1.0540 0.3898 -1.9360
H: -0.8018 1.8614 -3.3591
C: -1.1042 -0.0897 -3.2218
O: -0.9597 -0.9131 -4.1972
Be: 0.1467 -1.4439 -4.6451
H: -2.0975 -0.0932 -2.7444
O: 2.7025 -2.2828 -2.8098
O: 1.9589 -0.3187 -3.2886
O: 1.1892 -2.0487 -4.4565
C: 2.8740 -1.5355 -1.6381
C: 2.3284 -0.2044 -1.9018
C: 1.9884 -1.5782 -3.6504
H: 3.1666 -2.0565 -0.7333
H: 0.5995 1.6732 -2.9176
F: 3.2511 0.8187 -1.8475

Forces on atoms 1 to 2 (eV/Å):
-1.821 1.348 -0.517
2.478 -1.289 2.567

Results
- <S²> = 0.765
- E_tot (eV) = -16559.4717
- HOMO (alpha / beta) (Ha) = -0.4401 / -0.4436
- multiplicity = 2
- total charge = +1

=====

[5]
C5H5BiCl2NO5Tb | ωB97M-V/def2-TZVPD

Positions of all 20 atoms, in Å:
Bi: 0.3760 -0.8222 -4.3079
Tb: 0.0001 0.5813 -0.8767
Cl: -1.1381 1.6842 -2.8084
Cl: 1.4278 -1.4470 -1.6300
C: -1.8228 -0.6265 0.2073
C: -0.0809 0.6058 -6.3493
C: 0.4295 -2.2877 -6.8172
O: -2.4777 -1.2203 0.9529
O: -0.6476 0.8363 -7.3254
O: 0.4826 -2.6190 -7.9162
N: 0.3332 0.4366 4.7993
C: 0.8769 0.2605 3.4367
C: -0.1519 0.9942 2.5346
O: -1.1906 1.4232 3.0355
O: 0.1535 1.0143 1.2566
H: -0.5370 0.9946 4.6797
H: 1.0119 0.8499 5.4410
H: 0.1226 -0.4834 5.1686
H: 1.9073 0.6278 3.3516
H: 0.9252 -0.8029 3.1673

Forces on atoms 1 to 2 (eV/Å):
-0.120 -0.103 0.436
0.995 1.684 3.906

Results
- <S²> = 12.689
- E_tot (eV) = -70266.0523
- HOMO (alpha / beta) (Ha) = -0.8313 / -0.8312
- multiplicity = 7
- total charge = +4

=====

[6]
C5H5Br2NOS | ωB97M-V/def2-TZVPD

Positions of all 15 atoms, in Å:
C: 0.1503 -0.1646 -0.1692
C: -0.7513 0.4332 0.7209
C: 1.4155 0.2632 0.1752
C: 2.6837 -0.0952 -0.5038
C: -2.7724 0.0985 0.4450
N: -0.3448 1.2262 1.6407
O: -0.1146 -1.0046 -1.1892
S: 1.2912 1.3387 1.5292
Br: -3.0641 -1.7869 0.5112
Br: -3.2171 0.9228 -1.2188
H: 3.4758 -0.2861 0.2159
H: 2.5138 -0.9857 -1.1068
H: 3.0073 0.7098 -1.1644
H: -3.2309 0.6082 1.2847
H: -1.0424 -1.2774 -1.1706

Forces on atoms 1 to 2 (eV/Å):
1.039 0.358 0.408
-4.715 -0.535 -0.408

Results
- E_tot (eV) = -159721.7173
- HOMO (Ha) = -0.3299
- multiplicity = 1

=====

[7]
C5H5BrNO4 | ωB97M-V/def2-TZVPD

Positions of all 16 atoms, in Å:
C: 0.0398 0.9763 -2.4550
C: 0.4438 1.3899 -1.2172
C: 0.8712 0.3173 -0.2353
O: 1.8022 -0.5373 -0.7171
Br: 2.0430 1.4982 1.1466
N: -0.1853 -0.0938 0.5021
C: -0.2321 -1.2535 1.0390
O: 0.6165 -2.1674 0.9007
C: -1.3698 -1.2023 2.0573
O: -1.4694 -1.8194 3.1075
O: -2.2459 -0.1983 1.7585
H: -0.3656 1.7844 -2.9981
H: -0.0102 -0.0722 -2.8208
H: 0.1171 2.4335 -0.9419
H: 1.7886 -1.3611 -0.1841
H: -1.8438 0.3058 1.0577

Forces on atoms 1 to 2 (eV/Å):
0.739 0.020 2.231
-1.430 -0.958 -2.060

Results
- E_tot (eV) = -84990.0093
- HOMO (Ha) = -0.1920
- multiplicity = 1
- structure (SMILES) = C=C[C@@](O)(Br)/N=C(\[O-])C(=O)O
- total charge = -1

=====

[8]
C5H5BrO2 | ωB97M-V/def2-TZVPD

Positions of all 13 atoms, in Å:
O: 2.4076 -2.2073 -0.4774
C: 1.9053 -1.3047 -1.0708
O: 0.9849 -0.4555 -0.5934
C: 0.6312 -0.5650 0.7308
C: -0.3894 0.0936 1.2883
C: -1.3446 0.9728 0.6587
C: -1.4423 1.2062 -0.6498
Br: -2.7548 2.3502 -1.3604
H: 2.1133 -1.0291 -2.1153
H: 1.2612 -1.2322 1.3048
H: -0.5215 -0.0431 2.3509
H: -2.0416 1.4576 1.3295
H: -0.8093 0.7565 -1.3960

Forces on atoms 1 to 2 (eV/Å):
0.025 -0.003 0.072
0.383 -0.276 -0.497

Results
- E_tot (eV) = -79402.1696
- HOMO (Ha) = -0.3219
- multiplicity = 1
- structure (SMILES) = O=CO/C=C\C=C\Br

=====

[9]
C5H5BrS2 | ωB97M-V/def2-TZVPD

Positions of all 13 atoms, in Å:
C: 0.4796 2.0849 1.1493
S: 1.4250 1.5955 -0.3003
C: 0.4694 0.1927 -0.6798
S: -0.5958 0.1184 -1.9785
C: -1.2014 -1.4393 -1.6192
C: -0.5385 -1.9119 -0.5318
C: 0.4416 -1.0973 0.0482
Br: 1.2732 -1.3559 1.7572
H: 1.2201 2.5846 1.9077
H: 0.0111 1.1986 1.5724
H: -0.2110 2.8021 0.8314
H: -2.0144 -1.9538 -2.1066
H: -0.7589 -2.8183 -0.0502

Forces on atoms 1 to 2 (eV/Å):
2.337 0.356 1.763
0.289 -0.291 -0.227

Results
- E_tot (eV) = -96978.0634
- HOMO (Ha) = -0.3154
- multiplicity = 1
- structure (SMILES) = CSc1sccc1Br

=====

[10]
C5H5Cl2N4 | ωB97M-V/def2-TZVPD

Positions of all 16 atoms, in Å:
H: -3.5960 1.1514 0.9491
N: -2.7309 0.8991 0.4853
C: -2.5541 -0.3313 0.2813
N: -1.5541 -0.8038 -0.4942
C: -0.3331 -0.9086 -0.5313
C: 0.6797 -0.4918 0.6176
Cl: -0.0643 -0.9317 2.1852
N: 1.9197 -1.1393 0.3959
C: 2.7740 -0.2628 0.0694
N: 2.2554 1.0373 0.0921
C: 0.9885 0.9675 0.4861
Cl: -0.0335 2.2368 0.7161
H: -3.2451 -1.1408 0.5485
H: 0.1592 -1.3719 -1.3751
H: 3.7946 -0.4726 -0.1930
H: 2.7675 1.8835 -0.1238

Forces on atoms 1 to 2 (eV/Å):
-0.116 -0.416 0.057
0.405 0.470 -0.197

Results
- E_tot (eV) = -36261.9966
- HOMO (Ha) = -0.4969
- multiplicity = 1
- structure (SMILES) = [H]/N=C/N=C\[C@@]1(Cl)N=C[NH+]=C1Cl
- total charge = +1